Computed, not measured: a molecular structure, C54H77AsBBiN11OPS3, with the ωB97M-V functional and the def2-TZVPD basis.

Cartesian coordinates (Å):
Bi: 0.52577 -0.16800 0.39051
C: 2.86335 -4.23156 1.69926
C: 2.77366 -2.96103 0.89019
N: 1.78484 -2.71314 0.12831
N: 0.80884 -3.65124 -0.01539
C: -0.30479 -3.44089 0.55291
S: -0.65991 -2.08944 1.64059
S: -1.63900 -4.56728 0.34934
C: -0.86403 -5.76851 -0.78834
C: -1.01153 -5.40471 -2.24042
C: -2.26361 -5.37177 -2.85134
C: -2.39067 -4.98368 -4.17748
C: -1.26637 -4.61688 -4.91018
C: -0.01536 -4.66843 -4.31542
C: 0.10849 -5.06292 -2.98880
C: 3.85046 -1.95163 1.02324
C: 5.18116 -2.36545 0.92219
C: 6.23578 -1.52489 1.22065
C: 5.95731 -0.24192 1.68568
C: 4.65104 0.18987 1.78901
C: 3.56684 -0.62938 1.42203
O: 2.34920 -0.12265 1.58411
H: 1.91784 -4.40868 2.21447
H: 3.03020 -5.08687 1.03661
H: 3.66933 -4.17629 2.42586
H: 0.18436 -5.80781 -0.50435
H: -1.34914 -6.71579 -0.55269
H: -3.14392 -5.64629 -2.27851
H: -3.36750 -4.97226 -4.64887
H: -1.36794 -4.29160 -5.93842
H: 0.87153 -4.40105 -4.87783
H: 1.08874 -5.08714 -2.52519
H: 5.38073 -3.37882 0.58616
H: 7.25706 -1.87196 1.13458
H: 6.76569 0.42267 1.96803
H: 4.41231 1.17693 2.16901
C: -6.14983 -0.09771 -0.28357
C: -5.07232 -0.84818 -0.97927
N: -5.23924 -1.80768 -1.82476
N: -3.97149 -2.12696 -2.23454
C: -3.01235 -1.38663 -1.67062
S: -1.37597 -1.39243 -1.97816
N: -3.72370 -0.56589 -0.83630
N: -3.20178 0.36692 0.03886
H: -6.68546 -0.75145 0.40442
H: -6.86138 0.28003 -1.01678
H: -5.71167 0.72839 0.27062
H: -3.80362 -2.87850 -2.87888
H: -2.60334 1.00331 -0.48103
H: -2.64036 -0.11549 0.73795
C: 2.60285 -1.60003 4.55760
C: 1.60567 -0.44312 4.64909
C: 1.97691 0.49856 5.80142
C: 0.17585 -0.91770 4.79722
C: -0.11534 -2.04759 5.55016
C: -1.42360 -2.45346 5.75675
C: -2.46521 -1.72885 5.20781
C: -2.21883 -0.60340 4.42895
C: -3.38505 0.16337 3.83537
C: -4.33738 -0.77180 3.08371
C: -4.14791 0.92490 4.92445
C: -0.89222 -0.21119 4.22162
N: -0.64705 0.98711 3.46689
B: -0.29261 1.23927 2.09568
N: -0.24828 2.67650 2.00646
C: -0.52776 3.21281 3.26657
C: -0.77176 2.20960 4.12863
C: -0.12118 3.58830 0.90666
C: -1.26363 4.29488 0.48726
C: -1.11616 5.28267 -0.47858
C: 0.11618 5.54365 -1.05141
C: 1.22261 4.81317 -0.65784
C: 1.13094 3.83891 0.33211
C: 2.39115 3.14790 0.82111
C: 3.35284 2.82463 -0.32930
C: 3.07035 4.03283 1.87314
C: -2.65282 4.00608 1.03732
C: -3.65384 3.80439 -0.10697
C: -3.14246 5.12483 1.96221
H: 3.56863 -1.22917 4.20855
H: 2.24894 -2.35260 3.84778
H: 2.75739 -2.07969 5.52823
H: 1.68259 0.11626 3.72386
H: 1.93986 -0.03028 6.75847
H: 1.29418 1.34911 5.85325
H: 2.98974 0.88434 5.65802
H: 0.69124 -2.61985 5.99181
H: -1.63216 -3.33376 6.35260
H: -3.48543 -2.04777 5.38582
H: -2.99642 0.89112 3.12147
H: -4.84690 -1.44944 3.77188
H: -3.79555 -1.37845 2.35200
H: -5.09853 -0.18833 2.56520
H: -4.55669 0.22963 5.66169
H: -4.97604 1.48766 4.48645
H: -3.49756 1.62833 5.44718
H: -0.51642 4.27679 3.43854
H: -1.01297 2.25403 5.17882
H: -1.97980 5.86061 -0.78782
H: 0.21497 6.31700 -1.80295
H: 2.18542 5.02359 -1.10660
H: 2.12156 2.21037 1.30464
H: 3.90649 3.71134 -0.64869
H: 2.80359 2.43138 -1.18740
H: 4.07923 2.07168 -0.02104
H: 3.35217 4.99470 1.43775
H: 3.97219 3.55176 2.26052
H: 2.39648 4.21848 2.71264
H: -2.61072 3.08089 1.61485
H: -3.88499 4.75013 -0.60383
H: -4.58945 3.38871 0.27482
H: -3.25038 3.12544 -0.85686
H: -3.05967 6.09812 1.47278
H: -2.56037 5.15703 2.88379
H: -4.18877 4.96339 2.23310
C: 4.18164 -1.74144 -4.78695
N: 2.79647 -2.07982 -4.46619
C: 1.91249 -1.11430 -5.11587
N: 2.21021 0.27360 -4.76881
C: 3.61209 0.54170 -5.08249
N: 4.54821 -0.37227 -4.43071
C: 4.56368 -0.18704 -2.97660
P: 2.91159 -0.48657 -2.13817
C: 2.57717 -2.10793 -3.01961
C: 1.92155 0.54148 -3.35984
H: 4.32619 -1.86386 -5.86275
H: 4.84215 -2.43517 -4.26284
H: 0.87899 -1.33825 -4.83907
H: 2.02707 -1.22272 -6.19754
H: 3.85202 1.56621 -4.78936
H: 3.74218 0.44296 -6.16252
H: 4.89454 0.83001 -2.74948
H: 5.29048 -0.87527 -2.53784
H: 1.53665 -2.38082 -2.81997
H: 3.21673 -2.87399 -2.57385
H: 2.10586 1.60066 -3.16008
H: 0.85953 0.34836 -3.17412
C: -1.47026 3.58074 -4.11122
As: -1.80360 1.79083 -3.37502
C: -1.26024 0.78468 -4.96565
C: -3.73634 1.67955 -3.76538
H: -2.00291 3.74663 -5.05011
H: -0.39911 3.69286 -4.28737
H: -1.77048 4.33521 -3.38565
H: -1.87939 1.07205 -5.81770
H: -1.38441 -0.28276 -4.78261
H: -0.21263 0.97667 -5.20728
H: -3.96980 2.25655 -4.66158
H: -4.34700 2.04945 -2.94176
H: -3.99771 0.63492 -3.94690

Computed properties:
Energy relative to the best compared isomer or geometry (same formula, charge and spin) in kcal per mole: 0.0
Kohn-Sham gap in eV: 8.0
LUMO energy in Eh: 0.016
E in a.u.: -6792.68730